No. 1
A cluster of 5 separate species, C29H39Cl2N2O11PS in total. Source: the OMol25 dataset; level of theory: the ωB97M-V functional and the def2-TZVPD basis.

Each line ends with the Mulliken charge.
Geometry (Å):
C 7.12130 -2.25952 7.02268  -0.51
H -3.09340 -0.10201 1.53097  0.34
H 5.89631 -4.38538 4.80762  0.32
H 1.33952 -1.52378 -0.56230  0.12
C -2.21790 2.08703 -5.03644  -0.47
C 6.04213 -3.97883 5.80553  -0.47
S -3.86411 5.70295 -1.41809  -0.21
H -4.07787 -3.71892 1.36285  0.38
C 1.68076 -1.82944 0.42934  -0.34
H -1.48006 1.27845 0.60246  0.40
H 3.61650 -0.83868 0.05436  0.41
H -3.07030 -0.30318 -1.48702  0.54
H 4.10966 1.82019 7.18977  0.24
O 4.20351 0.05946 3.69000  -0.73
O -4.61106 -0.47432 -11.04290  -0.57
H -3.31349 1.40020 -7.49453  0.05
C -3.51611 -2.95712 0.81901  -0.90
O 4.04132 1.77206 5.12836  -0.38
C 0.65806 -1.38720 1.45596  0.57
H 1.89403 0.80440 7.43248  0.35
H -3.62296 0.10316 -5.58759  0.28
C -3.85202 -0.10044 -10.19959  0.44
H 7.71247 -2.85942 5.04153  0.28
H -4.27295 0.41136 0.25949  0.35
C 2.74611 -0.12401 5.62242  0.11
C 3.72330 0.53772 4.68368  0.65
H -2.38666 -1.67434 -10.02827  0.30
C -2.66183 3.25653 -0.94696  0.17
C 2.92870 -1.06677 0.86672  -0.55
Cl -3.54957 4.97052 -4.48725  -0.18
H 2.12874 0.96107 0.78481  0.24
H 3.47198 -1.64747 1.61411  0.20
H -2.44522 -1.05372 -5.42976  0.22
C -4.35693 -1.67167 0.66328  -0.83
C -2.43424 -0.59030 -9.97407  -0.45
C -2.11744 2.02871 -1.35649  0.04
C -3.12343 4.14330 -1.92935  0.16
H 1.82256 -2.90620 0.46508  0.39
H -2.58690 -2.72719 1.35865  0.14
H -1.87619 -1.24903 -0.55778  0.42
O 1.08125 -0.26677 2.08167  -0.42
H 1.95615 -0.63036 5.07068  0.25
H 8.18414 -4.03736 6.26440  0.33
O 5.09419 -2.92029 6.03230  -0.35
C -1.59917 0.94700 -0.42387  -0.40
H -3.27983 -3.31949 -0.18524  0.25
C -2.12897 -0.06983 -8.57313  -0.25
H 7.74315 -1.37897 6.88798  0.31
P -2.80640 3.84703 0.81436  0.23
H 5.86068 -4.76855 6.53776  0.27
O 5.05871 -0.98073 7.15172  -0.65
O -2.26578 2.64741 -6.10447  -0.54
O -1.32477 3.44526 1.44855  -0.48
C 7.40695 -3.33200 5.97628  -0.48
C 3.39295 2.01651 6.39070  -0.44
O -4.14809 0.88169 -9.31341  -0.35
C -2.02206 1.76977 -2.70125  1.06
C -2.47971 -0.34122 -0.56663  -0.41
N -2.88517 -0.25356 -4.99170  -0.58
C -2.99526 1.17812 -8.49952  -0.05
H -5.03742 -1.56672 1.51722  0.41
H -4.99928 -1.70326 -0.22552  0.32
C -3.54962 -0.34756 0.57011  -0.73
H 1.36053 1.50101 5.90355  0.25
Cl -4.14524 2.63717 1.86435  -0.24
H 7.21920 -2.64169 8.03996  0.28
H -2.49414 2.05563 -8.91125  0.19
O -0.39864 -1.90427 1.68380  -0.64
H 3.28822 -0.82791 6.25104  0.05
H -1.46577 2.92972 2.25511  0.28
H -0.61315 0.67322 -0.81937  0.08
O -0.74753 -0.33168 -3.04237  -0.56
C 5.66559 -1.93782 6.76031  0.57
C -3.02316 3.85952 -3.26867  0.31
H -5.01610 5.23509 -0.88672  0.19
N -1.85800 0.74432 -4.78804  0.47
H 2.97150 0.56579 2.29441  0.09
C -2.47674 2.66938 -3.64787  -0.68
C -1.44140 0.57248 -3.42412  0.16
C 2.33530 0.17005 1.51219  -0.09
H -2.46340 -0.79824 -7.83219  0.09
H -1.78394 -0.14335 -10.72720  0.25
H -1.07402 0.12945 -8.39397  0.38
H 3.08458 3.05881 6.44194  0.37
C 2.21336 1.05905 6.42338  -0.63

As for the total energy: -3725.5680 hartree. Its structure (SMILES) is CCCCCc1c2c(c(Cl)c(S)c1P(O)Cl)C(=O)N(N)C2=O.O=C1CCCO1.O=C1CCCO1.O=C1CCCO1.O=C1CCCO1. For the HOMO energy, the calculation gives -0.315 Eh. The frontier orbital gap comes out at 7.491 eV.

***

No. 2
A structure of composition C5H7NO. Source: the OMol25 dataset; level of theory: the ωB97M-V functional and the def2-TZVPD basis.

Each line ends with the Mulliken charge.
Geometry (Å):
H 1.84409 -0.05969 -1.03144  -0.30
H -1.65906 -1.61432 0.67414  0.32
H 0.14828 0.10504 2.49461  0.32
H -0.76950 -1.86378 -0.87213  0.23
H 2.18426 -0.70774 -1.24889  0.26
N 0.29012 -0.68554 0.48623  -0.05
H -1.59523 0.35510 -1.69742  0.35
O -1.02854 1.39021 0.07399  -0.40
C -1.01081 -1.15259 -0.06455  -0.44
C -1.07325 0.23914 -0.74599  0.02
C 0.53102 1.31337 0.55247  0.01
H 1.14838 2.20795 0.40508  0.39
C 0.42734 0.23486 -0.52907  -0.19
C 0.56291 0.23798 1.50297  -0.52

As for the total energy: -324.3680 hartree. For the HOMO energy (alpha / beta), the calculation gives -0.270 / -0.268 Eh. The frontier orbital gap (alpha / beta) comes out at 7.459 / 7.241 eV.

***

No. 3
A structure of composition C34H36AsBF2I2N3OTl. Source: the OMol25 dataset; level of theory: the ωB97M-V functional and the def2-TZVPD basis.

Each line ends with the Mulliken charge.
Geometry (Å):
H -0.74312 2.15044 -3.67818  0.40
H 0.91570 2.34102 -5.78169  0.23
H 2.32401 -2.37245 -3.56652  0.24
H 3.86586 4.79543 0.05387  0.32
H -0.21977 5.62098 1.23976  0.11
C -0.01722 -2.94155 1.69749  -0.78
C -2.17849 3.88026 1.57526  -0.70
H -1.14454 0.20373 2.35647  -0.01
H 2.13116 2.78523 -4.50206  0.28
H 3.12304 -2.16358 -5.14837  0.34
H -6.50918 0.02431 0.72563  0.27
C 1.13578 -3.48646 0.91030  0.50
H 0.03134 -2.21246 7.78517  0.33
C -5.50553 0.48900 0.58363  -0.47
C 2.51066 3.09941 0.10388  -0.24
F 6.12717 0.20997 1.95227  -0.15
C 1.04793 -4.82480 0.51902  -0.77
N -0.03511 -1.47598 1.78061  0.04
C -1.42995 -2.22611 6.19509  -0.42
C 0.41139 -0.63793 4.74309  0.61
C 3.28583 -3.36195 0.02114  -0.21
C -3.28082 0.36837 -0.45818  -0.61
H 2.15052 6.36817 0.75661  0.32
H 4.20041 -2.72066 -0.02687  0.12
C -0.76692 -1.17433 4.07791  0.53
C 0.54422 4.88819 0.89500  -0.41
C -4.57356 -0.12174 -0.27829  -0.45
H -2.04434 -1.29105 2.45276  0.49
C -1.24510 3.12867 0.78130  0.24
H -2.72458 -1.88284 4.58473  0.41
H 0.71425 2.38654 -2.66463  0.20
H 2.78168 0.12797 -4.10315  0.40
I -2.71906 -3.65456 7.06761  -0.03
B 5.56237 -0.00389 0.77602  -0.01
H 0.16763 -5.36219 0.80606  0.41
F 5.81645 -0.25231 -0.45968  -0.05
H -5.97314 2.16368 1.82653  0.27
I 2.51612 -0.72458 6.84460  0.01
H -0.51824 -0.20816 -5.92983  0.43
C -2.91047 1.59499 0.20761  -0.37
C 2.83414 4.47785 0.22536  -0.69
H -0.97601 -3.31766 1.25668  0.30
H 3.30999 2.36687 -0.21002  0.18
H 0.73921 3.88528 -4.86294  0.34
H 0.04428 -3.42531 2.72774  0.30
C 0.18603 3.57255 0.65025  0.77
O 1.19011 0.21978 4.17625  -0.75
C -2.02239 -1.30850 -4.67065  -0.98
C 0.34907 2.08674 -3.64704  -0.51
H -4.83706 -1.07472 -0.74764  0.30
C -3.49161 3.44598 1.69657  -1.25
H -0.28946 -1.17106 0.82879  0.18
C -1.08537 -0.12276 -4.99911  -0.86
N -1.64387 2.04452 0.15844  -0.07
C 0.66353 -1.11653 6.06707  -0.53
H -2.59852 -0.12541 -1.09669  0.68
C 1.06812 2.82136 -4.78377  -1.01
H 4.02658 -5.05326 -1.03448  0.38
C 1.22012 2.69974 0.32439  -0.18
C 1.86028 5.33419 0.64691  -0.58
H 1.29559 -2.48057 -4.94624  0.24
C 3.23471 -4.64397 -0.42864  -0.64
C 2.07736 -5.38001 -0.21821  -0.34
C -1.71863 -1.69936 4.94882  -0.78
C -0.22536 -1.87544 6.79109  -0.29
C -5.20285 1.70070 1.19019  -0.64
H -1.65191 0.83058 -5.01540  0.45
H -2.84525 -0.95098 -3.98577  0.23
As 0.33509 0.06363 -3.54880  0.37
H 1.76901 -0.04986 -5.51159  0.32
C 1.96248 -0.48288 -4.50757  -0.62
N 2.20365 -2.78593 0.60325  0.11
C -3.94182 2.26953 1.07262  1.04
H -4.19447 4.00792 2.31440  0.28
Tl 2.14042 0.03060 1.97315  0.77
H -1.51655 -2.14652 -4.16640  0.27
C -1.04519 -0.87370 2.64913  -0.49
H -1.82017 4.77019 2.08847  0.26
C 2.19725 -1.93969 -4.56662  -1.08
H -2.44437 -1.71300 -5.62844  0.32
H 2.01943 -6.41762 -0.53549  0.38

As for the total energy: -4784.8179 hartree. The charge is -2. For the HOMO energy (alpha / beta), the calculation gives 0.053 / -0.039 Eh. The frontier orbital gap (alpha / beta) comes out at 2.052 / 4.560 eV.

***

No. 4
A structure of composition C11H28INdO2P2. Source: the OMol25 dataset; level of theory: the ωB97M-V functional and the def2-TZVPD basis.

Each line ends with the Mulliken charge.
Geometry (Å):
H -1.54901 2.62695 3.43849  0.39
H 0.49693 0.02785 5.28603  0.40
H -1.85290 -0.52209 4.32785  0.42
H -1.57751 -2.71037 1.37473  0.22
H 2.58526 -1.38822 -3.08080  0.38
H -3.51777 -1.24813 0.23864  0.32
I 3.51428 1.02181 0.47809  0.23
P -0.15520 0.65643 3.03409  0.68
O -1.12004 -0.58048 -0.23478  -0.34
H 0.02064 -0.68350 -4.69436  0.45
O 2.39302 -2.41210 -0.09955  -0.09
C -1.63604 -1.85345 -0.59047  1.12
H 3.40439 0.18780 -2.99817  0.34
H 1.01355 -1.20463 4.08491  0.37
H 1.24726 1.78664 -4.79616  0.39
H -3.62665 -2.68966 -0.76508  0.40
H -1.23493 -2.08262 -1.58848  -0.28
H 1.85450 3.51391 0.96198  0.48
P 1.00421 0.44567 -2.76697  0.81
H 2.29036 3.43328 -0.74543  0.49
H 1.63338 2.72178 -3.32116  0.33
H -2.57375 0.33442 2.92440  0.36
H -0.70959 2.05946 4.93104  0.36
C 1.66164 2.99849 0.02523  -1.15
H 0.60215 3.14161 -0.28370  0.33
C -0.60727 2.23402 3.85016  -1.17
H 2.53668 -0.28882 -4.50006  0.43
C 0.94964 1.98481 -3.75801  -1.14
C 1.87203 -1.38099 -0.07424  0.11
Nd 0.49230 0.80897 0.16636  0.86
H -0.06339 2.41052 -3.74659  0.39
H 1.92277 0.31855 4.22975  0.36
C -3.14247 -1.71742 -0.67585  -1.45
C 2.53554 -0.34234 -3.40423  -1.25
C 0.92178 -0.12947 4.28575  -1.19
H -1.70593 -1.19640 2.67025  -0.04
H 0.18129 2.97601 3.66738  0.36
H -0.42043 -1.49539 -3.15894  0.24
H -1.23120 0.01769 -3.61597  0.40
C -1.72143 -0.27279 3.26424  -0.80
H -1.61454 -3.91935 0.05455  0.40
H -3.47615 -1.09187 -1.50953  0.33
C -0.27577 -0.52403 -3.64829  -1.25
H -0.11514 -3.02411 0.39595  0.16
C -1.20648 -2.94846 0.36695  -1.17

As for the total energy: -2127.6079 hartree. The spin multiplicity is 4. The charge is +2. For the HOMO energy (alpha / beta), the calculation gives -0.570 / -0.571 Eh. The frontier orbital gap (alpha / beta) comes out at 4.948 / 4.935 eV.

***

No. 5
A cluster of 2 separate species, C2H8N3S in total. Source: the OMol25 dataset; level of theory: the ωB97M-V functional and the def2-TZVPD basis.

Each line ends with the Mulliken charge.
Geometry (Å):
H 1.92345 -2.09281 0.75452  0.28
N 0.95578 1.61711 -0.05786  0.42
N -0.03544 1.81900 -0.80518  -0.67
H 2.34050 0.49886 0.75259  0.31
C 1.46336 0.44578 0.16137  -0.47
H -3.27684 -1.57748 0.82822  0.16
H -0.35818 2.85614 -0.97954  0.30
H 1.42129 2.37113 0.51495  0.30
H -4.14280 0.16512 0.32587  0.18
C 0.91228 -0.67308 -0.29944  0.15
H 0.15655 -0.46115 -1.08445  0.43
S -2.99512 -0.48448 0.12443  -0.33
H 0.44090 -2.56413 -0.23330  0.29
N 1.19427 -1.92003 -0.00218  -0.36

As for the total energy: -643.1120 hartree. The charge is +1. For the HOMO energy, the calculation gives -0.469 Eh. The frontier orbital gap comes out at 7.356 eV.

***

No. 6
The molecule C5H13NOS. Source: the OMol25 dataset; level of theory: the ωB97M-V functional and the def2-TZVPD basis.

Each line ends with the Mulliken charge.
Geometry (Å):
H 1.48425 -2.37904 1.10042  0.28
C 0.68962 -2.05294 1.90950  -1.02
H 0.09458 2.04616 0.36195  0.40
H -1.88907 1.23935 -0.30005  0.24
S 0.24239 -0.20137 -0.14660  0.93
H -0.99117 -1.25436 -1.36405  0.28
H 1.08980 -2.22998 2.99502  0.32
H -3.07514 -0.16054 -0.11210  0.29
C -2.32820 0.33179 -0.73956  -0.61
H 0.51174 2.07725 -2.35792  0.24
H 1.92802 1.00968 -1.98335  0.30
H 1.28953 0.03829 1.83656  0.36
O 1.12698 -1.20078 -0.65735  -0.80
H -0.18264 -2.68440 1.69163  0.30
C 0.85245 1.48057 -0.22684  -0.56
C 0.36121 -0.58044 1.63797  -0.75
H 1.85674 2.89921 -1.77761  0.28
N -1.23716 -0.63269 -0.63522  -0.35
H -2.73886 0.58678 -1.73044  0.25
H -0.39725 -0.18736 2.14716  0.58
C 1.31220 1.85482 -1.64914  -0.96

As for the total energy: -726.3136 hartree. Its structure (SMILES) is CC=[S@@](=O)(CC)NC. For the HOMO energy, the calculation gives -0.269 Eh. The frontier orbital gap comes out at 8.046 eV.

***

No. 7
A cluster of 2 separate species, C3H11N2O2 in total. Source: the OMol25 dataset; level of theory: the ωB97M-V functional and the def2-TZVPD basis.

Each line ends with the Mulliken charge.
Geometry (Å):
H -0.92814 1.23352 -1.99051  0.35
N -1.60070 0.91814 -1.25252  -0.24
C 1.70565 -0.39344 1.30884  -0.58
H -2.10574 1.68603 -0.81270  0.35
H 0.77400 -0.84393 1.62719  0.04
H 2.51153 0.09969 -0.62350  0.26
O 0.72672 0.54971 -2.02934  -0.71
H 1.87207 0.47148 1.95168  0.30
H 2.50555 -1.10654 1.48555  0.37
C 0.61083 0.16166 -0.87004  0.74
C -0.81919 0.06579 -0.32830  -0.74
O -1.56710 -1.03234 2.35924  -0.61
H -1.18007 -0.94777 -0.23287  0.30
H -0.90934 0.47084 0.67168  0.39
H -2.05048 -0.54005 3.02861  0.31
H -0.92879 -1.61560 2.78771  0.30
N 1.66367 -0.04276 -0.09014  -0.18
H -2.32210 0.42057 -1.78578  0.36

As for the total energy: -380.6687 hartree. The charge is +1. For the HOMO energy, the calculation gives -0.515 Eh. The frontier orbital gap comes out at 10.651 eV.

***

The records above give, respectively, strongest force on any atom values of 0.037 0.027 0.086 0.104 0.095 0.105 0.032 hartree/bohr.